Entry 1:
Computed, not measured: C7H10O in the gas phase in a non-equilibrium geometry, with ωB97M-V/def2-TZVPD.

Each line ends with the natural charge from an NBO analysis.
Geometry (Å):
H1 1.23363 1.65089 0.93168  0.2087
H2 -0.82745 1.83600 -1.10639  0.1972
H3 -1.36498 0.25343 -1.52064  0.1736
H4 1.61253 -0.07908 1.43410  0.2201
O1 0.46991 0.76549 -2.36735  -0.7140
H5 0.12336 -0.02270 -2.82270  0.4701
H6 -2.08573 0.23578 2.78079  0.2108
C1 -1.01428 -0.16217 1.00202  -0.1593
C2 -1.12797 0.29471 2.23905  -0.3943
H7 1.01072 -3.17094 -1.71072  0.2412
C3 0.65464 -2.33287 -1.16797  -0.2592
C4 -0.50509 0.78568 -1.24031  -0.0437
H8 -1.86273 -0.84086 0.66272  0.2082
C5 1.35305 0.56487 0.60023  -0.5907
H9 -0.36950 0.96776 2.67078  0.1972
C6 0.39201 -1.35148 -0.43528  0.0288
H10 2.23133 0.57457 0.05690  0.2335
C7 0.07655 0.03091 -0.00690  -0.2281

Cartesian forces, eV/Å:
H -0.0516 -1.4085 -0.0686
H 0.5935 -0.4956 0.5305
H -1.2970 -0.7598 -0.5287
H -0.1964 0.1957 0.5278
O -2.0286 -0.5995 1.1697
H 0.8830 0.4072 -0.2069
H 0.7292 -0.4359 -0.1667
C -2.0827 -0.8848 0.2045
C -0.0133 1.3569 0.1990
H -0.0739 -0.2614 0.0016
C -0.8410 3.6666 3.0607
C 2.2581 0.8457 -0.6062
H 1.0817 1.0287 0.1153
C -1.2041 2.1063 2.0649
H -0.3448 -0.4679 -0.1414
C 1.0103 -3.3734 -4.0438
H 1.3464 -0.1880 -2.0702
C 0.2311 -0.7323 -0.0415

Computed properties:
Spin multiplicity   1
Kohn-Sham gap   0.389 Eh
Strongest force on any atom   0.104 hartree/bohr
SMILES   C#C[C@](C)(C=C)CO

Entry 2:
Computed, not measured: a molecular structure, C30H24BBrF4HgN7OS3 in a non-equilibrium geometry, with ωB97M-V/def2-TZVPD.

Each line ends with the Mulliken charge.
Geometry (Å):
C1 1.03005 -0.60238 2.79322  -0.1931
C2 1.56289 1.11710 4.92417  -0.9630
F1 -1.64533 -4.33849 -2.02098  -0.4108
H1 1.32960 5.82850 1.87686  0.1252
H2 2.79003 4.60643 0.06484  0.3131
S1 -3.98820 -3.19999 5.36416  -0.5584
H3 -0.09674 -1.86441 -3.08330  0.6821
N1 -1.24414 -0.39232 -2.22503  0.3234
B1 -0.25478 -4.30119 -1.76739  0.3423
H4 -0.01086 6.96520 2.19378  0.3511
C3 1.16388 -0.16033 5.19059  -0.8469
N2 0.75554 -1.42390 1.74067  -0.3779
C4 2.17850 3.76523 -3.15934  -0.5016
C5 2.53698 3.99006 -0.79017  -0.4589
Hg1 0.04651 -0.18254 -0.19983  2.3604
C6 -2.00963 -1.71571 -4.05409  -0.9040
C7 1.70893 1.56754 3.59910  -0.3766
C8 1.85275 2.44433 -2.99337  -0.7097
H5 1.74177 1.81031 5.73724  0.3640
C9 0.19449 -3.17457 3.26636  -0.8726
N3 -1.53023 1.89106 -0.64953  1.1648
C10 1.46108 0.74218 2.53133  0.4607
N4 -4.45081 -4.67855 3.20663  -0.4015
Br1 3.02154 6.36445 -2.28749  -0.2936
H6 -0.16764 -4.18632 3.38957  0.4313
N5 -1.99571 -0.93750 0.84649  0.1724
H7 1.56822 1.82908 -3.83882  0.4384
C11 0.37791 -2.65900 1.96870  -0.3332
C12 0.24920 5.92407 2.00179  -0.6965
C13 -1.05123 -1.35640 -3.12075  -0.6725
C14 0.88203 -1.04499 4.12736  1.5831
H8 -1.81604 -2.53270 -4.73498  0.4177
C15 -3.21764 -1.03882 -4.03683  -0.3064
H9 -3.39513 -3.97655 0.99296  0.3061
C16 2.54166 4.53088 -2.04417  -0.1355
C17 -3.91324 -3.48655 3.68471  0.2958
C18 1.84711 1.81384 -1.71129  0.2447
C19 -3.29765 -2.63124 2.73547  0.8998
F2 0.13105 -5.41456 -0.99757  -0.4003
H10 -4.32477 0.56480 -3.11685  0.4261
H11 -2.91928 -0.98088 4.09252  0.4459
H12 -2.29272 -2.46240 -0.52751  0.2356
H13 2.15553 4.21846 -4.14194  0.3876
H14 1.98371 2.59951 3.42963  0.1719
C20 -1.08156 3.65688 0.87105  0.3278
C21 -2.81039 -1.33466 3.07750  -1.0541
H15 1.04037 -0.50307 6.21155  0.3815
C22 2.16319 2.65185 -0.58347  0.7127
H16 -5.01739 -5.17408 3.87052  0.2002
H17 -3.37647 2.14196 -1.52241  0.2851
C23 -3.40289 -0.00306 -3.13795  -0.9753
C24 -2.49704 1.51450 -1.40746  -1.4719
C25 -3.10462 -3.00272 1.36837  -1.2166
S2 -0.60489 5.37554 0.51056  -0.1120
H18 0.17914 -3.27245 1.09649  0.5525
C26 2.09154 2.19838 0.78454  -0.0599
H19 0.25142 -2.71571 5.34788  0.3746
H20 -4.74256 -4.71753 2.24432  0.1583
H21 -4.00539 -1.30416 -4.73252  0.3847
H22 2.58054 2.85340 1.51401  0.1443
N6 1.52760 1.12246 1.17952  0.1489
H23 -0.09152 5.28437 2.81741  0.2492
F3 0.45285 -4.27670 -2.99265  -0.3895
N7 -1.52017 3.14485 -0.23459  -1.4264
C27 0.43109 -2.36858 4.33657  -0.7739
F4 0.04697 -3.10708 -1.03893  -0.3195
C28 -2.19603 -0.55608 2.13724  -0.2133
H24 -1.83434 0.43358 2.40000  0.1585
C29 -2.38361 0.31938 -2.24435  1.2623
O1 1.63192 0.55713 -1.61649  -0.7927
C30 -2.46647 -2.15424 0.49845  -0.5724
S3 -1.08447 3.00333 2.42712  -0.4936

Cartesian forces, eV/Å:
C 0.0411 0.0260 -0.0449
C 0.0183 0.0120 0.0204
F 0.2806 0.0285 0.0328
H -0.0321 0.0123 0.0635
H -0.0117 -0.0161 0.0186
S -0.0302 -0.0245 -0.0349
H -0.0596 -0.0444 0.0688
N -0.1100 0.0791 -0.1152
B -0.0024 -0.1551 0.0115
H 0.0100 -0.0373 0.0032
C -0.0137 0.0749 0.0633
N 0.2746 -0.0829 0.2361
C 0.0045 -0.0838 0.1548
C -0.0810 -0.0726 0.0958
Hg -0.6605 -0.0542 0.1796
C -0.0891 -0.0080 -0.0065
C 0.0425 0.0500 -0.0269
C -0.0446 0.0535 -0.0025
H 0.0278 -0.0073 -0.0153
C 0.0004 -0.0975 0.0710
N 0.0304 -0.2618 0.4064
C -0.0115 -0.0741 0.0042
N 0.2666 -0.0168 0.0196
Br -0.0089 -0.0316 0.0074
H -0.0141 0.0279 -0.0222
N 0.1168 -0.0370 -0.1263
H 0.0288 0.0109 0.0248
C -0.0381 -0.0176 -0.0807
C -0.1202 -0.1548 -0.1276
C 0.0628 0.0187 0.1037
C 0.0345 0.0026 -0.1340
H 0.0130 0.0222 0.0267
C 0.0205 0.0087 -0.0424
H 0.0347 0.0592 -0.0130
C 0.0536 0.1408 -0.1662
C 0.0201 0.0128 -0.0516
C 0.1957 -0.0943 0.2470
C 0.0046 -0.0606 0.0397
F -0.0724 0.2425 -0.1675
H 0.0181 0.0106 -0.0166
H -0.0392 0.0250 0.0140
H 0.0189 -0.0191 0.0753
H 0.0183 0.0079 -0.0062
H -0.0596 -0.0023 0.0030
C -0.1991 -0.4033 0.2698
C 0.0377 -0.1156 -0.1699
H -0.0324 -0.0165 -0.0289
C -0.1389 -0.0414 -0.1736
H -0.0882 0.0363 0.0307
H -0.0085 0.0770 -0.1412
C -0.0770 0.0115 0.0265
C 0.1358 -0.0386 0.1723
C -0.0326 0.0696 0.0347
S -0.0548 -0.0768 -0.0252
H -0.0168 0.0614 0.0284
C 0.1590 0.0856 0.0385
H 0.0104 0.0132 -0.0200
H -0.0952 0.0291 0.0296
H -0.0062 -0.0023 0.0307
H -0.0421 0.0849 -0.0148
N -0.0243 -0.3259 0.1057
H 0.0299 0.0459 0.0804
F -0.1747 0.0243 0.2309
N 0.0446 1.0034 -0.7803
C -0.0042 0.0102 -0.0052
F 0.0409 -0.1204 -0.1393
C -0.0573 -0.0317 0.0575
H 0.0078 -0.0449 -0.0724
C 0.1279 -0.1009 0.0182
O 0.0937 0.1457 -0.3299
C -0.0104 0.0813 0.0159
S 0.2370 0.0663 -0.0595

Computed properties:
Spin multiplicity   2
Kohn-Sham gap (alpha / beta)   0.158 / 0.239 Eh
Strongest force on any atom   0.025 hartree/bohr
Net charge   -2

Among the records above, which one has the lowest strongest force on any atom?
C30H24BBrF4HgN7OS3

Among the records above, which one has the highest strongest force on any atom?
C7H10O

Which value of strongest force on any atom does entry 1 give?
0.104 hartree/bohr

Which of these has the highest spin multiplicity?
C30H24BBrF4HgN7OS3